# 1
Density functional theory data (ωB97M-V/def2-TZVPD) for a structure of composition C34H67N2O2PSbSi3Ti at a distorted geometry.

Geometry as XYZ:
```
111
Properties=species:S:1:pos:R:3:forces:R:3:lowdin_spin:R:1
Ti -0.020 0.189 0.258 0.62 1.14 -1.39 1.60
C 1.312 -2.651 1.377 -0.10 0.65 -0.64 0.00
O 0.540 -1.403 1.419 0.96 -1.78 0.46 0.03
Si 0.033 -0.709 2.916 -0.35 -0.40 0.10 0.01
C 1.681 -0.261 3.724 0.10 -0.66 0.43 0.00
C -0.896 -1.956 4.046 0.58 -0.04 -0.25 0.00
C -0.959 0.539 2.049 -1.63 1.38 2.45 0.01
Si -2.816 0.105 2.152 0.70 0.04 -0.47 0.01
C -3.335 -1.682 1.829 -1.04 -0.50 1.13 0.00
C -3.763 1.176 0.980 -0.53 -0.40 -0.59 0.00
C -3.650 0.521 3.760 0.43 1.38 1.65 0.00
Si -0.802 2.171 3.097 -0.86 -1.09 -0.80 0.01
C -2.207 3.419 2.849 0.52 0.18 1.73 0.00
C 0.760 2.974 2.525 1.31 0.55 1.23 0.01
C -0.748 1.794 4.968 0.16 2.68 0.71 0.00
H 0.620 -3.421 1.727 0.51 -0.13 0.21 0.00
H 2.252 -2.552 1.985 -0.97 -0.20 -0.49 0.00
H 1.545 -2.878 0.310 0.03 0.15 0.86 0.00
H 2.074 -1.136 4.265 -0.09 -0.10 -0.30 0.00
H 1.497 0.418 4.553 0.16 0.48 -0.12 0.00
H 2.514 0.078 3.079 -0.69 0.14 0.21 0.00
H -0.141 -2.154 4.815 -0.30 -0.25 0.23 0.00
H -1.150 -2.920 3.568 0.25 0.43 0.03 0.00
H -1.823 -1.613 4.535 0.49 0.19 -0.25 0.00
H -2.821 -2.298 1.116 0.54 -0.22 -0.23 0.00
H -4.406 -1.716 1.522 0.53 0.34 0.05 0.00
H -3.365 -2.214 2.813 0.28 0.25 -0.77 0.00
H -3.199 1.839 0.359 0.49 0.34 -0.17 0.00
H -4.396 1.765 1.639 -0.34 0.16 -0.45 0.00
H -4.360 0.548 0.303 -0.26 0.25 0.24 0.00
H -4.267 1.478 3.712 0.71 -1.33 -0.02 0.00
H -2.831 0.754 4.530 -1.56 -0.68 -0.72 0.00
H -4.312 -0.300 4.076 0.32 0.30 0.21 0.00
H -2.585 3.490 1.857 -0.32 0.09 -0.71 0.00
H -1.775 4.406 3.139 -0.31 -0.49 -0.24 0.00
H -3.021 3.213 3.580 0.43 0.17 -0.65 0.00
H 0.764 3.212 1.474 -0.45 0.27 -0.44 0.01
H 1.658 2.318 2.641 -0.75 0.52 0.28 0.00
H 0.918 3.926 3.116 0.09 -0.89 -0.66 0.00
H -1.458 2.557 5.477 0.90 -1.38 -0.72 0.00
H 0.250 2.096 5.363 -0.49 -0.30 -0.21 0.00
H -0.964 0.811 5.338 -0.16 -0.52 0.06 0.00
C 3.122 -0.120 -3.310 -0.56 1.21 -0.91 0.00
C 3.383 1.142 -2.541 0.54 0.88 1.68 0.01
Sb 2.773 0.905 -0.458 0.16 0.75 0.20 0.03
C 3.438 2.730 0.664 0.74 -0.21 -0.58 0.00
C 4.750 3.462 0.211 -0.71 0.01 -0.17 0.00
C 4.238 -0.580 0.060 0.74 0.25 -1.06 0.00
C 4.892 -0.475 1.425 -0.06 -0.11 0.64 0.00
H 3.235 0.136 -4.355 0.08 -0.18 -0.51 0.00
H 2.108 -0.516 -3.222 0.10 -0.06 0.33 0.00
H 3.867 -0.819 -3.084 0.79 -1.46 0.37 0.00
H 2.766 1.968 -2.840 -0.23 0.37 -0.49 0.00
H 4.441 1.509 -2.546 -0.81 -0.57 -0.14 0.00
H 3.578 2.322 1.696 -0.32 0.57 -0.76 0.00
H 2.557 3.384 0.596 0.45 -0.23 0.34 0.00
H 5.555 2.742 0.251 0.40 -0.15 -0.34 0.00
H 5.053 4.261 0.904 -0.42 -0.21 -0.01 0.00
H 4.703 3.947 -0.798 -0.10 -0.70 0.75 0.00
H 4.995 -0.512 -0.758 -0.45 0.02 0.59 0.00
H 3.722 -1.526 -0.114 0.15 -0.10 0.26 0.00
H 5.051 0.533 1.792 -0.24 0.51 -0.22 0.00
H 5.911 -0.875 1.469 -0.33 -0.49 -0.15 0.00
H 4.257 -0.947 2.185 0.36 -0.12 -0.08 0.00
C -1.145 -6.489 -4.409 -2.09 -0.24 -1.09 0.00
C -0.590 -5.105 -4.455 0.73 1.95 -0.88 0.00
N 0.546 -4.974 -3.541 0.63 1.00 1.66 0.00
C 1.837 -5.696 -3.843 -2.87 -0.58 -1.09 0.00
C 2.167 -6.772 -2.822 0.03 -0.55 0.09 0.00
C 0.618 -4.116 -2.479 0.11 -0.65 -1.09 0.00
O 1.638 -4.006 -1.795 -0.26 -0.05 -0.22 0.00
C -0.512 -3.174 -2.170 -1.26 -0.13 0.30 -0.01
C -1.915 -3.415 -2.146 0.48 0.62 0.60 0.07
C -2.800 -2.422 -1.650 0.83 0.07 -1.29 -0.01
C -2.259 -1.214 -1.263 1.19 1.07 1.00 0.06
N -0.875 -1.049 -1.162 -1.74 0.34 -1.07 0.01
C -0.048 -1.954 -1.684 -1.76 -0.85 0.34 0.06
H -2.010 -6.498 -5.136 0.86 -0.32 0.58 0.00
H -1.591 -6.689 -3.444 0.04 -0.21 0.41 0.00
H -0.463 -7.309 -4.678 -0.05 0.53 0.10 0.00
H -1.351 -4.232 -4.289 1.38 -1.96 -0.20 0.00
H -0.167 -4.900 -5.476 -0.46 -0.17 0.67 0.00
H 2.555 -4.917 -4.067 0.55 -0.25 0.31 0.00
H 1.518 -6.189 -4.798 0.96 0.24 0.54 0.00
H 2.414 -6.382 -1.849 -0.16 0.39 0.29 0.00
H 3.075 -7.277 -3.136 0.07 -0.29 -0.24 0.00
H 1.363 -7.546 -2.683 0.64 0.89 -0.42 0.00
H -2.372 -4.349 -2.458 0.37 0.02 0.02 0.00
H -3.872 -2.571 -1.766 0.25 0.09 0.37 0.00
H -2.815 -0.288 -0.896 0.53 -1.71 -0.55 0.00
H 1.001 -1.809 -1.600 0.73 0.31 -0.01 0.00
C 0.519 3.433 -2.166 -0.65 -0.63 -0.67 0.01
P -0.874 2.507 -1.295 0.23 0.73 -0.04 0.04
C -1.908 2.099 -2.779 0.26 -0.64 -0.07 0.00
C -1.804 3.995 -0.705 -0.43 0.38 -0.12 0.00
C -3.212 4.095 -0.706 0.61 -0.03 0.16 0.00
C -3.817 5.294 -0.316 -2.06 -1.36 -0.33 0.00
C -3.133 6.450 -0.069 0.80 0.74 0.51 0.00
C -1.756 6.420 -0.278 0.87 -0.51 1.12 0.00
C -1.103 5.169 -0.434 0.47 1.62 -0.18 0.00
H 1.358 3.734 -1.542 0.22 -0.65 0.11 0.00
H 0.172 4.392 -2.560 -0.32 -0.32 -0.24 0.00
H 0.775 2.747 -3.016 0.29 0.78 0.81 0.00
H -2.656 2.836 -3.001 -0.05 0.79 -0.08 0.00
H -2.512 1.202 -2.589 0.53 -0.10 -0.23 0.00
H -1.246 1.991 -3.665 -0.50 -0.25 0.54 0.00
H -3.825 3.215 -0.935 0.18 0.58 0.02 0.00
H -4.927 5.285 -0.243 0.90 0.06 0.08 0.00
H -3.620 7.308 0.430 0.24 -0.36 -0.93 0.00
H -1.126 7.322 -0.145 -0.55 -0.68 -0.01 0.00
H 0.006 5.236 -0.365 -0.91 -0.41 -0.28 0.00
```
Positions in Å, forces in eV/Å.

Total charge: +1
Spin multiplicity: 3
Frontier orbital gap (spin up / spin down) in eV: 5.9 / 8.1
Max |F| in eV/A: 3.25
HOMO energy (spin up / spin down) in eV: -8.486 / -10.795

---

# 2
Density functional theory data (ωB97M-V/def2-TZVPD) for an isolated molecule of C17H20N2O3 at a distorted geometry.

Geometry as XYZ:
```
42
Properties=species:S:1:pos:R:3:forces:R:3:mulliken_charge:R:1
O 1.989 -0.217 1.009 0.11 0.02 -0.23 -0.66
C 1.153 -1.063 0.725 -0.06 -0.07 0.30 0.32
C 1.325 -1.847 -0.512 0.87 0.57 -0.78 0.55
C 2.144 -1.513 -1.561 -0.48 -0.07 0.73 -0.27
C 2.047 -2.568 -2.492 -0.32 -0.42 0.11 -0.72
C 1.190 -3.473 -1.942 0.41 0.11 -0.62 -0.54
O 0.746 -3.050 -0.750 -0.22 -0.17 0.34 -0.36
N 0.083 -1.303 1.521 -0.04 0.06 0.14 0.09
C -1.056 -2.145 1.225 -0.36 -0.22 -0.15 -0.70
C -2.346 -1.442 1.712 0.08 -0.03 -0.01 -0.96
N -2.255 -0.001 1.614 -0.13 0.01 -0.12 -0.01
C -2.122 0.450 0.237 0.02 0.31 0.06 0.22
C -2.210 1.976 0.113 -0.33 -0.41 -0.23 -1.13
O -0.974 2.623 0.325 0.45 0.21 -0.07 -0.51
C 0.056 2.409 -0.552 0.19 0.10 0.04 0.68
C -0.073 1.856 -1.821 -0.32 0.02 0.11 -0.30
C 1.047 1.706 -2.623 0.11 0.03 -0.05 -0.53
C 2.294 2.099 -2.177 0.07 -0.02 -0.17 -0.70
C 2.423 2.653 -0.913 -0.04 0.01 0.03 -0.38
C 1.315 2.808 -0.107 -0.23 0.01 0.02 -0.35
C -1.236 0.491 2.537 0.06 0.00 0.26 -0.68
C -0.077 -0.509 2.722 0.11 0.23 0.15 -0.97
H 2.721 -0.615 -1.635 0.10 0.19 0.07 0.74
H 2.547 -2.646 -3.436 0.07 -0.09 -0.21 0.47
H 0.830 -4.423 -2.287 -0.10 -0.13 0.05 0.48
H -0.946 -3.119 1.720 -0.07 0.00 -0.11 0.43
H -1.119 -2.318 0.151 0.00 0.02 0.17 0.50
H -3.196 -1.790 1.122 0.02 -0.07 0.07 0.41
H -2.541 -1.683 2.760 -0.04 -0.08 -0.03 0.33
H -1.182 0.127 -0.234 -0.14 -0.04 -0.06 0.03
H -2.955 0.008 -0.318 0.06 0.02 -0.07 0.34
H -2.620 2.247 -0.868 0.04 0.03 0.09 0.40
H -2.871 2.369 0.888 0.02 -0.06 -0.13 0.40
H -1.034 1.541 -2.200 -0.08 -0.03 0.02 0.29
H 0.934 1.271 -3.606 -0.01 -0.03 -0.07 0.42
H 3.161 1.973 -2.808 0.07 0.00 -0.05 0.43
H 3.392 2.957 -0.550 0.09 0.03 0.05 0.36
H 1.400 3.231 0.882 0.01 0.03 0.14 0.41
H -0.855 1.440 2.169 0.00 -0.04 0.09 0.37
H -1.719 0.666 3.505 0.14 0.05 0.02 0.36
H -0.276 -1.190 3.557 0.02 0.04 -0.01 0.34
H 0.862 0.015 2.901 -0.14 -0.10 0.09 0.41
```
Positions in Å, forces in eV/Å.

Total charge: 0
Frontier orbital gap in eV: 8.9
SMILES: O=C(c1ccco1)N1CCN(CCOc2ccccc2)CC1
Max |F| in eV/A: 1.30
HOMO energy in eV: -8.143

---

# 3
Density functional theory data (ωB97M-V/def2-TZVPD) for a structure of composition C2H32F6N2O18S2 at a distorted geometry.

Geometry as XYZ:
```
62
Properties=species:S:1:pos:R:3:forces:R:3:lowdin_spin:R:1
N 1.557 2.086 -1.368 3.59 2.06 0.79 0.00
H 1.792 2.006 -2.348 -0.92 -0.28 -0.48 0.00
H 2.414 1.863 -0.883 0.91 -0.35 0.14 0.00
H 0.965 1.403 -0.917 -2.29 -1.58 -0.17 0.00
H 1.387 3.030 -1.054 -0.75 0.54 -0.46 0.00
C 1.587 -0.741 1.698 0.67 -1.28 0.26 0.17
F 0.484 -0.264 2.318 0.79 -0.09 0.07 0.00
F 2.573 0.157 1.839 0.09 0.34 0.60 0.03
F 1.935 -1.905 2.302 0.11 0.30 0.96 0.03
S 1.178 -1.126 -0.173 2.51 -2.25 -0.47 0.24
O 2.457 -0.944 -0.913 -0.66 0.57 0.64 0.03
O 0.703 -2.501 -0.270 0.17 0.11 -0.10 0.04
N 0.100 0.142 -0.681 -2.81 0.50 -1.44 0.18
S -1.358 -0.386 -0.452 0.04 0.10 2.45 0.11
O -1.949 -0.983 -1.637 -0.43 0.15 0.34 0.03
O -1.461 -1.122 0.845 -0.63 1.18 -2.57 0.01
C -2.258 1.255 0.014 -0.42 -2.52 -0.54 0.05
F -3.585 1.017 0.356 1.93 1.10 -0.35 0.01
F -1.599 1.810 1.044 -0.72 0.33 -0.80 0.01
F -2.189 2.036 -1.090 -0.52 0.44 1.00 0.01
O 5.586 -0.198 0.649 0.16 0.74 0.30 0.00
H 5.307 -0.579 1.482 -0.17 -0.05 0.19 0.00
H 5.649 -0.945 0.053 0.21 -0.40 -0.12 0.00
O -1.804 2.945 -3.891 0.36 0.13 -0.10 0.00
H -2.593 2.993 -3.351 -0.52 -0.02 0.51 0.00
H -2.114 3.096 -4.784 0.02 0.01 -0.27 0.00
O -6.197 1.196 -0.596 -0.36 0.01 -0.31 0.00
H -6.226 0.634 0.179 0.12 -0.21 0.17 0.00
H -6.185 2.087 -0.245 0.09 0.20 0.05 0.00
O 0.278 -2.188 5.289 0.27 0.04 0.32 0.00
H -0.545 -2.663 5.401 -0.22 -0.07 -0.01 0.00
H 0.562 -2.406 4.401 -0.01 0.06 -0.45 0.00
O -1.283 -4.676 -0.420 0.04 -0.38 0.20 0.00
H -1.913 -5.305 -0.771 -0.16 -0.14 -0.07 0.00
H -1.234 -3.989 -1.085 0.16 0.51 -0.02 0.00
O 2.255 -5.689 0.624 0.28 -0.41 0.23 0.00
H 1.581 -5.013 0.687 -0.40 0.37 -0.11 0.00
H 2.797 -5.419 -0.117 0.01 0.14 -0.15 0.00
O 4.013 -3.065 4.544 0.32 0.08 0.15 0.00
H 3.085 -2.849 4.642 -0.29 0.15 0.02 0.00
H 4.017 -3.970 4.232 -0.01 -0.21 -0.16 0.00
O -3.995 4.154 -2.192 0.03 -0.18 -0.21 0.00
H -3.795 4.587 -1.362 0.12 -0.04 0.33 0.00
H -4.249 4.866 -2.780 -0.14 0.20 -0.18 0.00
O -2.767 -2.293 -4.108 -0.32 -0.28 -0.49 0.00
H -2.470 -1.904 -3.286 0.14 0.35 0.60 0.00
H -1.961 -2.534 -4.565 0.18 -0.01 -0.06 0.00
O -2.256 2.741 3.596 -1.18 0.63 0.03 0.00
H -1.368 2.393 3.679 0.60 -0.27 0.13 0.00
H -2.515 2.527 2.700 -0.07 -0.05 0.01 0.00
O 0.170 1.875 4.023 0.43 0.16 0.34 0.00
H 0.872 2.506 4.178 0.10 0.23 0.10 0.00
H 0.579 1.181 3.505 -0.03 -0.46 -0.23 0.00
O 0.202 0.950 -3.510 0.67 0.26 -0.75 0.01
H -0.630 1.350 -3.764 -0.34 0.23 -0.09 0.00
H 0.034 0.578 -2.644 -0.23 -0.64 0.72 0.00
O 5.499 -2.201 -1.176 0.39 -0.16 -0.26 0.00
H 4.630 -1.808 -1.264 -0.85 0.23 -0.11 0.00
H 5.367 -3.125 -1.385 0.01 -0.20 0.06 0.00
O -0.056 4.337 -1.530 0.27 0.26 0.24 0.00
H -0.511 5.178 -1.507 -0.02 0.18 0.07 0.00
H -0.550 3.813 -2.160 -0.32 -0.39 -0.47 0.00
```
Positions in Å, forces in eV/Å.

Total charge: -1
Spin multiplicity: 2
Frontier orbital gap (spin up / spin down) in eV: 2.2 / 8.0
Max |F| in eV/A: 4.21
HOMO energy (spin up / spin down) in eV: -0.736 / -6.572

---

# 4
Density functional theory data (ωB97M-V/def2-TZVPD) for an isolated molecule of C5H9BO at a distorted geometry.

Geometry as XYZ:
```
16
Properties=species:S:1:pos:R:3:forces:R:3:mulliken_charge:R:1
O -3.022 -0.381 -0.359 1.48 -1.14 0.14 -0.54
B -2.106 0.547 0.007 -0.86 0.63 0.55 0.35
C -0.653 0.270 0.272 2.35 -2.87 -1.26 0.06
C 0.281 1.217 0.043 0.21 0.57 1.66 -0.46
C 1.685 0.692 -0.113 -0.10 -0.66 0.61 -0.39
C 1.562 -0.825 0.108 -0.40 0.55 1.88 -0.71
C 0.087 -1.232 0.172 -0.94 2.18 -0.05 -0.54
H -3.886 -0.262 -0.708 -0.81 0.83 -0.08 0.32
H -2.319 1.678 0.219 -0.90 0.81 -0.27 -0.14
H 0.130 2.321 0.126 -0.27 -1.04 -0.44 0.34
H 1.968 0.834 -1.155 0.51 0.52 0.09 0.25
H 2.478 0.968 0.635 -0.83 0.89 -1.06 0.27
H 2.203 -1.209 -0.631 0.40 -1.54 -0.85 0.41
H 1.977 -1.043 1.098 0.27 -0.11 -0.24 0.22
H -0.194 -1.863 1.054 0.33 0.48 -0.92 0.33
H -0.192 -1.710 -0.769 -0.46 -0.11 0.24 0.24
```
Positions in Å, forces in eV/Å.

Total charge: 0
Frontier orbital gap in eV: 10.1
SMILES: OBC1=CCCC1
Max |F| in eV/A: 3.92
HOMO energy in eV: -9.405

---

- Among the records above, which one has the highest max |F|?
  C2H32F6N2O18S2

---

- Which of these has the highest max |F|?
  C2H32F6N2O18S2

---

- What is the total charge in the first record?
  +1

---

- Which of these has the highest max |F|?
  C2H32F6N2O18S2